Entry from OMol25: a molecular structure, C9H11N3O2Se in a non-equilibrium geometry (wB97M-V/def2-TZVPD).

As for the net charge: 0. The calculation puts the LUMO energy at 0.26 eV. The calculation puts the HOMO energy at -8.17 eV. As for the total energy: -83419.991 eV.

Each line ends with the Löwdin charge.
Positions of all 26 atoms, in Å:
C 3.188 -0.394 -0.996  0.006
C -2.264 -1.540 -0.132  -0.142
C -0.868 -1.480 -0.379  -0.121
C 1.861 -0.663 -1.002  -0.069
C 3.533 0.743 -0.206  -0.358
C 1.337 1.341 0.101  -0.567
C -2.908 -0.327 -0.118  -0.422
C -0.427 -0.189 -0.493  -0.544
C -4.337 -0.068 0.244  -0.291
N 2.582 1.500 0.306  0.196
N 0.954 0.123 -0.499  0.008
N 4.799 0.905 0.253  0.150
O 0.509 2.204 0.442  -0.090
O -4.724 1.242 -0.098  -0.132
Se -1.636 1.093 -0.171  1.280
H 3.740 -1.000 -1.728  0.117
H -2.835 -2.405 0.107  0.104
H -0.209 -2.334 -0.503  0.108
H 1.475 -1.546 -1.408  0.116
H -0.622 -0.309 2.677  0.085
H -0.127 0.077 2.097  0.047
H -4.491 -0.141 1.299  0.107
H -5.197 -0.536 -0.287  0.139
H 5.610 0.399 -0.256  0.163
H 4.906 1.542 0.970  0.073
H -3.851 1.763 -0.221  0.038

Entry from OMol25: a molecular structure, C52H40Cl3CoNO5P2S in a non-equilibrium geometry (wB97M-V/def2-TZVPD).

As for the net charge: +1. The spin multiplicity is 5. The calculation puts the LUMO energy (spin up / spin down) at -2.38 / -5.84 eV. The calculation puts the HOMO energy (spin up / spin down) at -10.17 / -10.93 eV. As for the total energy: -170903.932 eV. As for the expectation value of S²: 6.04.

Each line ends with the Löwdin charge.
Positions of all 105 atoms, in Å:
Co 6.534 14.776 15.880  0.475
O 5.042 15.271 12.802  -0.392
S 6.197 14.711 13.490  0.891
C 7.614 15.557 12.768  -0.340
C 7.505 15.887 11.423  -0.071
C 8.390 16.775 10.842  -0.046
C 9.409 17.308 11.617  -0.038
C 9.504 16.972 12.966  -0.089
C 8.632 16.095 13.562  -0.327
P 8.828 15.678 15.364  1.147
C 10.460 14.825 15.454  -0.339
C 10.797 14.266 16.686  -0.105
C 11.996 13.595 16.860  -0.076
C 12.901 13.490 15.818  -0.074
C 12.566 14.030 14.593  -0.084
C 11.355 14.686 14.403  -0.128
C 9.238 17.164 16.359  -0.322
C 10.445 17.861 16.270  -0.093
C 10.738 18.861 17.167  -0.072
C 9.889 19.130 18.247  -0.063
C 8.731 18.401 18.370  -0.096
C 8.398 17.433 17.438  -0.119
C 6.310 12.957 13.050  -0.334
C 6.835 12.484 11.855  -0.119
C 6.963 11.118 11.679  -0.082
C 6.659 10.266 12.733  -0.071
C 6.141 10.752 13.915  -0.088
C 5.834 12.101 14.054  -0.352
P 4.836 12.900 15.399  1.126
C 4.403 11.668 16.673  -0.332
C 4.605 12.091 17.988  -0.095
C 4.180 11.313 19.051  -0.070
C 3.549 10.097 18.828  -0.070
C 3.365 9.679 17.518  -0.083
C 3.779 10.442 16.442  -0.088
C 3.304 13.103 14.401  -0.340
C 2.966 12.200 13.390  -0.082
C 1.845 12.418 12.609  -0.064
C 1.066 13.551 12.807  -0.073
C 1.411 14.444 13.791  -0.072
C 2.530 14.232 14.584  -0.085
H 6.659 15.525 10.851  0.119
H 8.248 17.084 9.824  0.111
H 10.114 18.015 11.187  0.116
H 10.270 17.455 13.567  0.100
H 10.127 14.421 17.539  0.123
H 12.230 13.204 17.845  0.113
H 13.830 12.958 15.924  0.108
H 13.234 13.967 13.751  0.108
H 11.130 15.097 13.416  0.084
H 11.168 17.603 15.489  0.103
H 11.669 19.408 17.063  0.108
H 10.162 19.922 18.933  0.110
H 8.037 18.563 19.190  0.111
H 7.457 16.881 17.501  0.085
H 7.228 13.152 11.088  0.104
H 7.364 10.722 10.755  0.114
H 6.809 9.205 12.613  0.107
H 5.878 10.065 14.725  0.102
H 5.082 13.042 18.165  0.087
H 4.347 11.667 20.051  0.106
H 3.185 9.490 19.663  0.115
H 2.876 8.737 17.314  0.106
H 3.584 10.110 15.439  0.098
H 3.571 11.331 13.187  0.097
H 1.604 11.724 11.816  0.106
H 0.207 13.770 12.170  0.114
H 0.805 15.331 13.921  0.110
H 2.834 14.977 15.317  0.106
Cl 12.063 9.204 15.852  0.779
C 12.040 10.025 14.324  -0.556
C 13.162 9.931 13.514  -0.078
C 13.188 10.704 12.368  -0.044
C 12.138 11.539 12.011  -0.089
C 11.039 11.625 12.823  -0.546
Cl 9.791 12.770 12.491  0.889
C 10.945 10.853 13.996  -0.256
N 9.862 11.069 14.870  0.170
C 9.181 10.093 15.487  -0.214
C 9.041 8.820 14.856  -0.018
C 8.242 7.846 15.389  -0.036
C 7.513 8.110 16.567  -0.011
C 7.684 9.307 17.226  -0.003
C 8.514 10.312 16.737  -0.093
C 8.708 11.570 17.556  -0.007
C 7.970 12.748 16.921  -0.652
O 7.343 13.605 17.599  -0.040
O 8.069 12.829 15.672  -0.110
H 13.988 9.316 13.808  0.112
H 14.076 10.732 11.748  0.122
H 12.200 12.182 11.144  0.119
H 9.556 12.050 15.117  0.129
H 9.521 8.682 13.909  0.123
H 8.121 6.903 14.882  0.118
H 6.851 7.338 16.949  0.125
H 7.182 9.508 18.158  0.124
H 9.773 11.826 17.602  0.121
H 8.347 11.389 18.579  0.137
Cl 5.724 19.436 16.943  0.625
C 4.608 18.290 16.121  -0.434
C 5.355 16.998 15.955  -0.721
O 6.295 16.931 15.117  -0.110
O 5.090 16.015 16.714  -0.074
H 4.281 18.733 15.197  0.083
H 3.765 18.154 16.789  0.079

Entry from OMol25: C26H25N3O6 in the gas phase in a non-equilibrium geometry (wB97M-V/def2-TZVPD).

As for the net charge: 0. The calculation puts the LUMO energy at 0.29 eV. The calculation puts the HOMO energy at -7.92 eV. As for the total energy: -44121.937 eV. As for the SMILES: COc1cc(-c2nnc(COC(=O)c3c4c(nc5ccccc35)CCCC4)o2)cc(OC)c1OC.

Each line ends with the Löwdin charge.
Positions of all 60 atoms, in Å:
C -5.557 -3.449 0.659  -0.077
O -6.213 -2.301 0.179  -0.112
C -5.498 -1.137 0.054  -0.174
C -4.162 -1.037 0.423  0.039
C -3.477 0.165 0.290  -0.148
C -2.095 0.264 0.675  -0.268
N -1.333 1.316 0.597  0.118
N -0.125 0.968 1.071  0.111
C -0.193 -0.275 1.416  -0.307
C 0.893 -1.109 2.001  -0.067
O 2.163 -0.668 1.560  0.034
C 2.385 -0.780 0.235  -0.436
O 1.604 -1.301 -0.517  0.155
C 3.713 -0.220 -0.130  -0.003
C 4.681 -1.019 -0.690  -0.091
C 5.948 -0.445 -0.970  -0.230
N 6.248 0.800 -0.733  0.174
C 5.302 1.613 -0.220  -0.211
C 5.634 2.965 0.001  -0.020
C 4.701 3.831 0.499  -0.081
C 3.403 3.385 0.789  -0.071
C 3.048 2.077 0.595  -0.011
C 3.992 1.156 0.100  -0.080
C 6.975 -1.353 -1.563  -0.127
C 7.097 -2.650 -0.750  -0.177
C 5.733 -3.210 -0.304  -0.175
C 4.556 -2.483 -0.966  -0.127
O -1.418 -0.794 1.198  0.158
C -4.120 1.293 -0.216  0.042
C -5.446 1.209 -0.589  -0.186
O -6.174 2.237 -1.095  -0.059
C -5.538 3.482 -1.260  -0.075
C -6.159 -0.009 -0.462  -0.114
O -7.449 0.083 -0.866  -0.042
C -8.293 -1.043 -0.935  -0.063
H -6.309 -4.236 0.647  0.096
H -5.197 -3.311 1.684  0.098
H -4.721 -3.738 0.013  0.099
H -3.636 -1.889 0.818  0.109
H 0.911 -1.016 3.090  0.147
H 0.723 -2.155 1.715  0.145
H 6.634 3.283 -0.246  0.109
H 4.955 4.868 0.665  0.101
H 2.673 4.086 1.166  0.104
H 2.040 1.754 0.808  0.081
H 7.934 -0.839 -1.613  0.116
H 6.666 -1.595 -2.584  0.122
H 7.628 -3.388 -1.354  0.105
H 7.709 -2.451 0.131  0.109
H 5.630 -3.101 0.778  0.114
H 5.670 -4.275 -0.532  0.107
H 4.586 -2.647 -2.047  0.132
H 3.610 -2.878 -0.597  0.113
H -3.551 2.203 -0.304  0.109
H -6.297 4.143 -1.676  0.095
H -5.190 3.885 -0.304  0.099
H -4.694 3.414 -1.953  0.099
H -7.887 -1.815 -1.593  0.098
H -8.481 -1.472 0.051  0.095
H -9.227 -0.667 -1.351  0.096

Entry from OMol25: a molecular structure, C20H41Br3N14O11 in a non-equilibrium geometry (wB97M-V/def2-TZVPD).

As for the net charge: 0. The calculation puts the LUMO energy at -0.43 eV. The calculation puts the HOMO energy at -8.40 eV. As for the total energy: -274917.105 eV.

Each line ends with the Löwdin charge.
Positions of all 89 atoms, in Å:
C -3.439 -0.815 3.861  -1.523
Br -1.612 -0.845 4.610  0.509
Br -4.038 1.058 3.899  0.524
Br -4.670 -1.971 4.913  0.512
H -3.335 -1.236 2.861  -0.024
C -4.081 -5.187 -2.736  0.010
C -4.140 -5.954 -1.552  -0.031
C -5.293 -6.043 -0.798  -0.308
C -6.459 -5.427 -1.253  -0.024
C -6.444 -4.826 -2.471  -0.045
C -5.279 -4.548 -3.197  -0.319
O -5.264 -3.731 -4.281  0.041
O -5.304 -6.586 0.497  0.032
H -3.146 -4.921 -3.206  0.107
H -3.277 -6.430 -1.111  0.110
H -7.315 -5.236 -0.623  0.122
H -7.306 -4.267 -2.803  0.113
H -6.083 -3.768 -4.781  0.105
H -4.470 -7.060 0.514  0.087
C -5.710 4.115 -3.733  -0.021
C -6.537 5.166 -4.185  -0.002
C -7.906 4.885 -4.352  -0.310
C -8.464 3.691 -4.059  -0.041
C -7.697 2.693 -3.503  0.003
C -6.273 2.903 -3.405  -0.323
O -5.370 1.900 -3.160  0.029
O -8.598 5.876 -5.063  0.012
H -4.730 4.401 -3.380  0.116
H -6.050 6.084 -4.482  0.110
H -9.524 3.641 -4.262  0.126
H -8.069 1.687 -3.378  0.110
H -5.779 1.167 -3.626  0.097
H -8.151 6.704 -5.254  0.094
C 2.864 -6.563 -0.737  -0.814
O 2.924 -5.658 0.115  -0.009
N 2.524 -7.751 -0.375  0.160
N 2.976 -6.392 -1.985  0.178
H 2.637 -8.018 0.593  0.124
H 2.402 -8.535 -1.000  0.110
H 2.928 -7.219 -2.564  0.118
H 3.064 -5.467 -2.380  0.133
C 0.578 0.869 -0.691  -0.722
O 1.788 0.738 -0.448  -0.014
N -0.229 -0.195 -0.784  0.152
N 0.007 2.074 -0.756  0.155
H -1.235 -0.109 -0.813  0.102
H 0.238 -1.062 -0.563  0.114
H 0.538 2.910 -0.956  0.117
H -0.987 2.066 -0.932  0.098
C -0.825 -8.002 5.450  -0.782
O -0.954 -8.819 4.583  0.055
N -0.392 -6.776 5.286  0.148
N -0.741 -8.301 6.750  0.140
H -0.156 -6.480 4.350  0.119
H -0.709 -6.134 5.998  0.106
H -0.961 -9.271 6.925  0.111
H -0.759 -7.612 7.488  0.103
C 7.543 1.965 -2.069  -0.767
O 8.546 2.246 -2.711  0.012
N 7.214 2.486 -0.936  0.166
N 6.548 1.239 -2.633  0.142
H 7.832 3.162 -0.509  0.130
H 6.410 2.039 -0.519  0.109
H 5.967 0.856 -1.901  0.094
H 6.646 0.978 -3.603  0.114
C 5.562 -0.719 5.341  -0.724
O 6.020 -0.319 6.381  0.025
N 5.350 -2.058 5.067  0.150
N 5.208 0.235 4.482  0.145
H 5.715 -2.773 5.678  0.103
H 5.141 -2.349 4.122  0.090
H 5.059 -0.091 3.538  0.095
H 5.638 1.141 4.603  0.115
C 4.337 8.700 -2.948  -0.859
O 3.382 8.285 -2.361  0.060
N 5.505 8.295 -2.813  0.174
N 4.260 9.459 -4.021  0.152
H 5.672 8.004 -1.860  0.136
H 6.233 8.850 -3.239  0.119
H 3.354 9.768 -4.345  0.115
H 5.069 9.948 -4.377  0.103
C 4.573 6.858 3.817  -0.761
O 5.624 7.129 3.174  -0.022
N 3.474 6.512 3.234  0.167
N 4.611 6.623 5.101  0.144
H 3.550 6.411 2.232  0.128
H 2.767 6.142 3.854  0.117
H 3.924 7.007 5.734  0.111
H 5.562 6.561 5.435  0.116

Entry from OMol25: 4 unconnected molecules or ions with the total composition C3H10OS in a non-equilibrium geometry (wB97M-V/def2-TZVPD).

As for the net charge: 0. The calculation puts the LUMO energy at -3.21 eV. The calculation puts the HOMO energy at -7.60 eV. As for the total energy: -16148.339 eV.

Each line ends with the Löwdin charge.
Positions of all 15 atoms, in Å:
C 0.243 0.356 -1.543  -0.265
C -0.067 1.042 -0.155  -0.170
C -1.172 0.698 -1.137  -0.169
S -0.274 -1.941 0.204  0.306
H 0.430 -0.649 -1.892  0.037
H 1.862 0.437 -0.723  0.413
H 0.546 1.032 -2.348  0.101
H 0.239 2.077 -0.091  0.101
H -0.178 0.581 0.810  0.038
H -1.644 1.459 -1.755  0.113
H -1.914 0.070 -0.703  0.081
H 0.347 -2.456 1.244  -0.307
H 0.197 -1.056 1.968  -0.153
H 1.086 -1.016 3.262  0.025
O 0.300 -0.635 2.858  -0.152

ΔE to the lowest compared entry with this formula, charge and spin (kJ/mol)
235.6 42.9 330.5 46.8 726.2